Density functional theory data (the ωB97M-V functional and the def2-TZVPD basis) for a structure of composition C26H22N5PdSi.

Output
Charge: +3
HOMO level in eV: -16.837
LUMO level in eV: -10.9
Strongest force on any atom in Eh/bohr: 0.011
ΔE to the lowest compared entry with this formula, charge and spin in kcal per mole: 0.0
E in eV: -46100.4768

Geometry as XYZ:
```
55
Properties=species:S:1:pos:R:3:forces:R:3
Pd 0.39838 -1.17099 0.03468 0.22 -0.04 -0.20
N -2.66645 1.70709 1.29768 -0.06 0.05 0.00
C -1.86322 1.02331 0.51719 0.10 0.07 -0.13
N -0.94213 0.17771 0.94846 0.06 -0.24 0.38
C -0.93560 -0.09801 2.34184 0.09 -0.04 0.11
N -0.27859 -1.10269 2.81913 0.05 -0.12 -0.12
N 0.34222 -1.83913 1.86277 -0.31 0.34 0.31
C 1.07996 -2.84303 2.15793 0.01 -0.01 0.03
C 1.63855 -3.55585 1.02759 0.05 -0.14 0.05
C 2.23710 -4.78914 1.15384 0.09 -0.10 -0.09
C 2.57879 -5.49366 -0.00103 -0.03 0.08 0.03
C 2.27482 -4.93596 -1.22762 0.02 -0.04 0.05
C 1.69552 -3.67371 -1.27434 0.03 0.10 -0.13
N 1.41262 -2.97082 -0.18170 -0.16 0.01 0.05
C -1.69385 0.74299 3.24438 -0.08 0.08 -0.06
C -1.59489 0.64465 4.63853 0.06 -0.08 -0.05
C -2.38233 1.44462 5.43416 -0.03 0.04 0.02
C -3.28705 2.34495 4.86196 0.01 0.00 0.05
C -3.40510 2.45588 3.49130 0.01 -0.01 -0.08
C -2.59934 1.65281 2.69768 0.03 -0.03 -0.02
H -3.35501 2.30881 0.86401 0.00 0.02 0.03
H -1.97505 1.19296 -0.54440 0.03 -0.03 0.00
H 1.21729 -3.13742 3.19257 -0.02 -0.01 0.01
H 2.41088 -5.20728 2.13621 -0.01 0.00 0.00
H 3.04579 -6.46705 0.06709 0.00 0.00 0.00
H 2.47877 -5.45961 -2.15092 0.00 0.01 -0.01
H 1.45111 -3.22382 -2.22461 -0.02 -0.04 0.03
H -0.90098 -0.06081 5.07240 0.00 0.00 0.00
H -2.30705 1.37492 6.51024 0.00 0.00 0.00
H -3.90457 2.96316 5.49939 0.00 0.00 0.00
H -4.10810 3.15032 3.04863 0.00 0.00 -0.01
C 4.32659 0.33419 -1.32874 -0.01 0.00 0.01
C 3.85883 -0.60131 -2.25072 -0.02 0.01 0.00
C 2.50261 -0.79909 -2.38576 0.02 0.01 -0.02
C 1.57879 -0.02559 -1.62453 -0.35 0.12 0.00
C 2.08973 0.94561 -0.71499 -0.03 0.03 -0.03
C 3.44679 1.10194 -0.56015 0.06 0.02 0.01
Si -0.01539 0.13919 -2.50001 0.25 -0.08 -0.24
C -0.98917 1.60435 -2.74943 -0.13 -0.01 -0.08
C -0.64075 2.91003 -2.34163 0.04 0.01 0.03
C -1.41578 3.97624 -2.73970 -0.03 0.04 -0.01
C -2.54245 3.76368 -3.54073 0.03 -0.01 0.02
C -2.90160 2.48470 -3.95168 0.03 0.01 0.01
C -2.12791 1.40504 -3.56669 -0.01 0.06 0.02
H 5.39383 0.47799 -1.21249 0.00 0.00 -0.01
H 4.55528 -1.16527 -2.85625 0.01 0.00 0.00
H 2.14381 -1.51127 -3.11979 0.01 0.03 -0.01
H 1.40958 1.56383 -0.13994 0.01 -0.01 -0.03
H 3.83664 1.83056 0.13772 0.00 0.00 0.00
H -0.38323 -1.02497 -3.31219 0.02 -0.05 0.05
H 0.24876 3.09172 -1.74951 -0.01 -0.03 -0.01
H -1.14146 4.98256 -2.45330 -0.01 0.00 0.00
H -3.13356 4.61330 -3.85810 -0.01 -0.01 0.00
H -3.76560 2.33454 -4.58430 0.00 0.01 0.00
H -2.39682 0.41280 -3.91220 0.01 0.00 0.01
```
Forces are in eV/Å.